Entry 1:
92
Properties=species:S:1:pos:R:3:mulliken_charge:R:1 method="wB97M-V/def2-TZVPD" charge=0 e_tot_ev=-220793.64324 e_homo_ev=-8.65 homo_lumo_gap_ev=8.35
C -5.049 2.488 2.746 -1.4571
C -3.844 2.260 1.851 -0.2106
C -3.805 0.866 1.238 -0.7063
N -3.062 0.752 -0.024 0.4034
C -1.654 1.091 0.100 -2.1012
N -1.126 0.257 1.151 0.3282
C 0.305 0.155 1.318 0.7319
C 0.639 -1.226 1.916 -1.1534
C 2.148 -1.440 2.210 -0.9661
C 2.514 -1.774 3.639 0.0108
F 2.098 -0.790 4.489 -0.3276
Br 4.456 -1.853 3.746 -0.0209
C 1.953 -3.101 4.208 0.5970
F 0.620 -2.977 4.367 -0.2169
F 2.470 -3.337 5.425 -0.2182
Br 2.348 -4.614 3.092 -0.0810
P 0.694 1.398 2.659 0.1564
N -0.228 1.205 3.902 -0.8829
C 1.091 0.226 0.008 -0.9990
N 0.563 1.195 -1.026 1.2913
C 1.568 1.046 -2.172 -0.2346
O 1.361 -0.145 -2.868 -0.1943
O 2.643 -0.793 -2.951 -0.3811
C 0.815 2.622 -0.575 -0.5185
O -0.030 3.444 -0.647 -0.4374
N 2.140 2.864 -0.323 0.5494
C 2.389 4.243 -0.026 0.4548
O 2.763 5.036 -0.777 -0.4233
F 2.187 4.485 1.262 -0.2038
C -0.943 0.919 -1.294 0.3353
C -1.194 -0.554 -1.687 -0.3800
C -2.268 -0.801 -2.748 -0.7794
C -2.598 -2.297 -2.786 -1.3753
C -3.344 -2.731 -1.518 -0.4118
N -2.625 -3.627 -0.634 0.3571
C -2.740 -3.574 0.733 -0.5009
C -1.959 -4.573 1.283 -0.6687
C -1.342 -5.251 0.209 -0.7319
C -1.771 -4.647 -0.965 -0.3948
N -1.595 1.847 -2.190 0.1564
C -0.941 2.500 -3.325 -0.1061
C -0.573 1.595 -4.501 -1.1734
H -5.959 2.093 2.307 0.3693
H -5.188 3.555 2.897 0.3918
H -4.885 2.075 3.737 0.3399
H -3.911 2.955 1.008 0.2640
H -2.917 2.501 2.366 0.1112
H -4.833 0.603 0.991 0.6059
H -3.483 0.127 1.963 0.2779
H -3.513 1.370 -0.685 0.4579
H -1.562 2.135 0.415 0.5719
H -1.578 -0.646 1.193 0.1477
H 0.011 -1.363 2.788 1.1022
H 0.350 -1.960 1.165 0.3069
H 2.548 -2.226 1.583 0.9745
H 2.716 -0.547 1.965 -0.3557
H 0.448 2.628 2.020 0.1325
H 2.077 1.316 2.895 0.0382
H 0.286 1.024 4.754 0.2904
H 2.130 0.469 0.185 -0.1594
H 1.103 -0.753 -0.456 1.0440
H 2.549 1.030 -1.717 0.4966
H 1.551 1.910 -2.830 0.3134
H 3.167 -0.239 -3.552 0.3910
H 2.595 2.264 0.366 0.0254
H -0.311 -1.070 -2.044 1.0860
H -1.497 -1.092 -0.801 -1.0310
H -1.925 -0.497 -3.731 0.2640
H -3.193 -0.269 -2.550 0.2884
H -1.690 -2.858 -2.980 0.5044
H -3.257 -2.472 -3.632 0.4896
H -3.556 -1.849 -0.922 0.1478
H -4.291 -3.188 -1.793 0.5173
H -3.363 -2.856 1.237 0.4597
H -1.850 -4.804 2.323 0.5487
H -0.673 -6.089 0.270 0.4677
H -1.513 -4.889 -1.978 0.3950
H -2.001 2.586 -1.634 0.5248
H -0.076 3.101 -3.050 0.0332
H -1.653 3.235 -3.687 0.7638
H -1.274 1.723 -5.318 0.2129
H 0.404 1.858 -4.895 0.3936
H -0.551 0.543 -4.254 0.2037
B 7.110 0.378 -0.212 0.4980
O 6.507 0.681 -1.579 -0.4831
C 5.258 0.966 -1.460 0.6529
O 4.469 1.255 -2.337 -0.6331
C 4.870 0.879 0.039 0.3351
O 3.750 1.089 0.475 -0.7618
O 5.909 0.554 0.716 -0.5231
F 8.074 1.291 0.093 -0.3008
F 7.547 -0.913 -0.165 -0.3069

Entry 2:
77
Properties=species:S:1:pos:R:3:mulliken_charge:R:1 method="wB97M-V/def2-TZVPD" charge=+2 e_tot_ev=-129338.70938 e_homo_ev="-13.09 / -12.93" homo_lumo_gap_ev="4.90 / 4.10"
C 5.549 0.235 -1.939 -0.3828
C 4.558 0.858 -2.766 0.5011
C 4.984 1.366 -4.012 -0.4769
C 6.334 1.252 -4.373 -0.3499
N 7.249 0.676 -3.587 -0.5063
C 6.877 0.160 -2.408 -0.3407
C 3.190 1.037 -2.320 0.0825
C 2.452 1.009 -1.251 -0.6308
C 2.111 0.909 0.143 0.5789
C 1.486 -0.244 0.655 0.0446
C 0.818 -0.197 1.880 -0.0968
C 0.794 0.988 2.648 -0.7372
C 1.542 2.094 2.204 -0.6929
C 2.165 2.059 0.949 -0.4375
Hg 0.991 1.513 -2.694 0.4074
P -1.873 -1.605 0.153 1.0187
H 4.291 1.869 -4.695 0.3870
H 5.319 -0.183 -0.945 0.3951
H 6.662 1.643 -5.341 0.3693
H 7.649 -0.336 -1.797 0.3630
H 2.701 2.925 0.525 0.7201
H 1.531 -1.134 0.024 0.5436
H 1.605 2.982 2.833 0.4839
H 0.261 -1.045 2.271 0.7028
C -3.478 -1.874 1.041 -0.8719
C -4.607 -2.522 0.247 -1.3354
H -3.786 -0.864 1.361 0.5075
H -3.246 -2.440 1.959 0.4164
H -5.502 -2.585 0.878 0.4358
H -4.872 -1.927 -0.636 0.2919
H -4.366 -3.541 -0.077 0.2652
C -2.111 -2.070 -1.632 -0.0243
C -0.783 -2.389 -2.310 -1.4520
H -2.604 -1.216 -2.123 -0.2806
H -2.813 -2.911 -1.672 0.6690
H -0.908 -2.299 -3.395 0.4386
H -0.001 -1.665 -2.034 0.1306
H -0.422 -3.406 -2.094 0.3210
C -0.933 -3.090 0.728 0.6984
C -1.665 -4.428 0.739 -1.6115
H -0.566 -2.882 1.747 -0.5476
H -0.040 -3.161 0.089 0.3204
H -1.006 -5.181 1.189 0.4626
H -2.582 -4.413 1.338 0.2978
H -1.917 -4.780 -0.269 0.3462
Br -0.157 1.067 4.242 -0.0157
P -1.252 3.034 -1.370 0.4085
C -1.726 1.342 -1.901 -0.2852
C -3.238 1.304 -2.219 -1.4928
H -1.463 0.657 -1.074 0.1706
H -1.188 1.090 -2.849 0.5160
H -3.574 0.302 -2.520 0.4348
H -3.843 1.618 -1.356 0.3286
H -3.432 1.994 -3.056 0.4758
C -1.791 2.948 0.401 0.3588
C -2.353 4.256 0.996 -1.2936
H -0.971 2.544 1.034 -0.1791
H -2.608 2.202 0.389 0.1205
H -2.565 4.122 2.066 0.4016
H -1.724 5.151 0.891 0.3225
H -3.323 4.470 0.533 0.3743
C 0.283 4.051 -1.196 0.4040
C 0.599 4.730 -2.546 -1.3086
H 1.081 3.384 -0.831 -0.5642
H 0.075 4.769 -0.370 0.5636
H 1.669 4.969 -2.600 0.3869
H 0.324 4.095 -3.402 0.3078
H 0.040 5.666 -2.674 0.3944
N -0.923 -4.026 6.569 -0.6091
N -0.331 -3.221 5.607 1.0348
N 1.026 -3.082 5.630 -0.7132
C 1.242 -2.694 4.367 -0.2064
N 0.133 -2.650 3.612 -0.1405
N -0.882 -3.056 4.395 -0.6878
H -1.930 -3.932 6.515 0.2842
H -0.481 -3.816 7.458 0.2968
H 2.241 -2.476 4.031 0.4877

Entry 3:
74
Properties=species:S:1:pos:R:3:mulliken_charge:R:1 method="wB97M-V/def2-TZVPD" charge=+2 e_tot_ev=-120480.93896 e_homo_ev=-13.96 de_lowest_ev=0.000 homo_lumo_gap_ev=8.09
C -1.981 0.115 3.671 -0.2752
C -2.042 -0.936 2.732 0.9152
C -3.311 -1.408 2.338 -0.2868
C -4.449 -0.862 2.947 -0.5546
N -4.373 0.127 3.840 -0.5106
C -3.180 0.591 4.219 -0.4224
C -0.842 -1.515 2.185 -0.1655
C 0.206 -2.117 1.915 -1.0064
C 1.371 -2.959 1.864 1.4930
C 2.306 -2.821 0.812 -0.0229
C 3.419 -3.655 0.733 -0.9272
C 3.631 -4.618 1.728 -0.1330
C 2.724 -4.771 2.789 -0.5095
C 1.602 -3.943 2.855 -0.5514
Ba 0.868 0.289 0.338 1.8431
P -1.806 1.804 -0.367 0.5067
H -3.410 -2.206 1.602 0.5372
H -1.027 0.533 3.995 0.4996
H -5.443 -1.253 2.701 0.3946
H -3.162 1.365 4.992 0.4036
H 0.885 -4.056 3.676 0.5020
H 2.143 -2.088 0.000 -0.4022
H 2.891 -5.535 3.546 0.4619
H 4.105 -3.563 -0.099 0.5188
C -1.650 3.003 -1.765 -0.9660
C -2.919 3.668 -2.281 -1.3064
H -1.188 2.426 -2.583 0.4483
H -0.914 3.763 -1.461 0.5700
H -2.676 4.261 -3.171 0.4313
H -3.675 2.933 -2.580 0.2650
H -3.365 4.360 -1.557 0.2253
C -3.524 1.139 -0.456 -0.2580
C -4.653 1.948 0.182 -1.5339
H -3.477 0.157 0.044 0.1465
H -3.746 0.934 -1.516 0.5226
H -5.605 1.415 0.039 0.4389
H -4.519 2.058 1.267 0.2800
H -4.783 2.942 -0.266 0.2707
C -1.801 2.864 1.145 0.0392
C -2.408 4.254 0.989 -1.4086
H -0.746 2.975 1.454 0.5407
H -2.296 2.302 1.949 0.0039
H -2.315 4.801 1.935 0.4318
H -1.887 4.841 0.223 0.2939
H -3.476 4.230 0.744 0.2042
Br 5.136 -5.752 1.615 -0.1051
P -0.334 -1.445 -2.017 0.6784
C -1.773 -1.018 -3.082 -0.4375
C -1.745 -1.548 -4.510 -1.4633
H -1.818 0.085 -3.095 0.1757
H -2.680 -1.356 -2.557 0.4172
H -2.603 -1.143 -5.061 0.4485
H -0.840 -1.236 -5.044 0.2865
H -1.829 -2.642 -4.562 0.2510
C 1.089 -1.643 -3.179 -0.6642
C 1.229 -2.978 -3.898 -1.3381
H 2.002 -1.457 -2.585 0.2860
H 1.025 -0.819 -3.904 0.5497
H 2.154 -2.975 -4.487 0.4376
H 1.297 -3.819 -3.198 0.2769
H 0.411 -3.167 -4.605 0.2077
C -0.693 -3.145 -1.395 -0.1832
C -1.533 -4.039 -2.301 -1.4136
H -1.204 -3.005 -0.428 0.2099
H 0.269 -3.625 -1.158 0.3259
H -1.724 -4.992 -1.789 0.4508
H -2.508 -3.589 -2.524 0.3281
H -1.027 -4.289 -3.243 0.2226
C 4.406 0.512 -0.034 -0.5900
O 3.157 0.942 -0.629 -0.3599
H 4.892 -0.233 -0.675 0.2918
H 4.167 0.057 0.936 0.2154
H 5.073 1.372 0.121 0.3374
H 3.343 1.560 -1.358 0.2100